(1)
DFT (ωB97M-V/def2-TZVPD) results for C21H25BO4 in the gas phase.

The LUMO energy comes out at -4.128 eV. The maximum force comes out at 0.13469 Eh/bohr. As for the net charge: 0. The energy relative to the best compared isomer or geometry (same formula, charge and spin) is 0.0 kcal per mole.

Geometry (Å):
C (-2.301, 2.117, -6.546)
C (-2.663, 1.410, -5.340)
C (-3.751, 0.604, -5.048)
C (-3.559, 0.181, -3.719)
C (-2.342, 0.705, -3.276)
B (-1.579, 0.272, -1.870)
O (-1.595, 1.486, -1.093)
C (-0.919, 1.083, 0.052)
C (-0.678, -0.514, 0.029)
C (-0.045, -0.975, 1.296)
C (0.306, -0.764, -1.202)
O (-0.297, -0.247, -2.350)
C (-1.996, -1.266, -0.250)
O (-2.544, -0.747, -1.419)
O (-1.805, 1.478, -4.266)
H (-3.101, 1.907, -7.261)
H (-2.240, 3.199, -6.374)
H (-1.349, 1.759, -6.958)
H (-4.567, 0.323, -5.706)
H (-4.198, -0.466, -3.134)
H (0.010, 1.687, 0.032)
H (-1.468, 1.399, 0.957)
H (0.384, -1.980, 1.150)
H (1.251, 0.595, 0.506)
H (-0.810, -0.952, 2.093)
H (1.283, -0.269, -1.078)
H (0.513, -1.849, -1.300)
H (-1.801, -2.348, -0.382)
H (-2.716, -1.142, 0.581)
C (0.297, -1.034, 3.906)
C (-0.512, 0.101, 4.373)
C (-0.063, 1.284, 3.519)
C (0.651, 1.282, 2.382)
C (0.996, 0.096, 1.457)
C (2.346, -0.484, 1.920)
C (3.365, 0.476, 1.992)
C (4.710, 0.126, 1.985)
C (5.076, -1.220, 2.055)
C (4.075, -2.208, 2.189)
C (2.704, -1.840, 2.146)
H (1.344, -0.986, 4.197)
H (-0.164, -2.003, 3.662)
H (-1.601, -0.108, 4.243)
H (-0.325, 0.282, 5.468)
H (-0.356, 2.262, 3.914)
H (1.005, 2.272, 1.998)
H (3.085, 1.526, 1.966)
H (5.472, 0.912, 1.877)
H (6.126, -1.509, 1.994)
H (4.377, -3.263, 2.299)
H (1.970, -2.650, 2.333)

Atomic partial charges in e from the Mulliken method, atoms 1 to 5: -1.164, 0.449, -0.720, -0.445, 0.452

(2)
DFT (ωB97M-V/def2-TZVPD) results for a 2-piece molecular cluster, C15H24FO7 overall.

The LUMO energy comes out at 2.436 eV. The maximum force comes out at 0.07626 Eh/bohr. As for the net charge: -1.

Geometry (Å):
C (1.034, -2.243, -1.769)
C (-0.126, -1.497, -1.020)
O (-1.004, -2.175, -0.556)
O (-0.068, -0.131, -0.900)
C (-1.387, 0.412, -0.646)
C (-2.306, 0.399, -1.928)
C (-3.654, 1.150, -1.612)
O (-4.303, 0.626, -0.420)
C (-5.088, -0.492, -0.632)
O (-6.269, -0.381, -0.535)
C (-4.535, -1.922, -0.959)
C (-4.789, -2.366, -2.420)
O (-4.278, -1.948, -3.378)
F (-5.771, -3.349, -2.606)
C (-4.560, 1.258, -2.892)
O (-5.758, 1.558, -2.882)
O (-3.948, 1.059, -4.010)
H (1.222, -1.820, -2.780)
H (0.711, -3.302, -1.906)
H (1.918, -2.191, -1.094)
H (-1.882, -0.030, 0.249)
H (-1.227, 1.497, -0.411)
H (-2.498, -0.647, -2.257)
H (-1.745, 0.950, -2.715)
H (-3.348, 2.202, -1.361)
H (-5.120, -2.627, -0.316)
H (-3.474, -2.018, -0.635)
C (5.469, 2.484, 1.961)
C (4.435, 1.978, 2.960)
C (4.298, 0.456, 2.968)
C (3.818, -0.159, 1.651)
C (2.472, 0.362, 1.143)
C (1.317, 0.062, 2.090)
H (5.199, 2.228, 0.935)
H (5.550, 3.572, 2.019)
H (6.455, 2.062, 2.174)
H (3.469, 2.450, 2.761)
H (4.731, 2.304, 3.962)
H (3.616, 0.169, 3.774)
H (5.267, 0.012, 3.224)
H (3.753, -1.245, 1.780)
H (4.573, 0.005, 0.876)
H (2.260, -0.108, 0.180)
H (2.524, 1.438, 0.954)
H (1.216, -1.014, 2.254)
H (0.380, 0.426, 1.665)
H (1.452, 0.548, 3.059)

Atomic partial charges in e from the Mulliken method, atoms 1 to 5: -1.075, 0.800, -0.547, -0.293, -0.529

(3)
DFT (ωB97M-V/def2-TZVPD) results for C24H39Ge2O3Se2Zr as an isolated structure.

As for the expectation value of S²: 0.7583. The LUMO energy (spin up / spin down) comes out at -6.737 / -8.486 eV. The maximum force comes out at 0.03920 Eh/bohr. As for the net charge: +2. Its multiplicity is 2.

Geometry (Å):
Zr (-0.076, -1.339, -0.141)
O (0.598, -3.606, 0.565)
C (1.798, -3.845, 1.361)
C (2.373, -2.569, 1.955)
C (3.585, -3.026, 2.791)
O (3.128, -3.935, 3.774)
C (2.946, -1.584, 0.921)
Se (2.296, -1.600, -0.966)
C (1.425, -1.869, 2.939)
Se (-0.368, -1.285, 2.353)
H (0.333, -4.457, 0.200)
H (2.544, -4.301, 0.711)
H (1.542, -4.535, 2.156)
H (4.040, -2.140, 3.244)
H (4.321, -3.485, 2.123)
H (3.876, -4.305, 4.255)
H (4.005, -1.778, 0.766)
H (2.863, -0.560, 1.268)
H (1.895, -0.959, 3.309)
H (1.230, -2.522, 3.784)
C (-2.402, -4.064, -0.310)
C (-1.850, -3.340, -1.511)
O (-1.757, -1.867, -1.304)
C (-3.087, -1.202, -1.143)
C (-3.289, -0.725, 0.265)
H (-2.328, -5.138, -0.493)
H (-3.456, -3.839, -0.161)
H (-1.868, -3.832, 0.608)
H (-2.480, -3.498, -2.379)
H (-0.845, -3.653, -1.781)
H (-3.843, -1.923, -1.430)
H (-3.091, -0.385, -1.847)
H (-3.179, -1.529, 0.991)
H (-4.304, -0.333, 0.357)
H (-2.617, 0.100, 0.522)
C (-0.443, 4.469, 1.134)
Ge (-0.443, 2.581, 1.572)
C (1.106, 2.070, 2.650)
C (-2.117, 2.073, 2.397)
Ge (-0.084, 1.318, -0.596)
C (1.550, 1.941, -1.415)
C (2.330, 2.852, -0.696)
C (3.498, 3.370, -1.244)
C (3.906, 2.963, -2.504)
C (3.152, 2.034, -3.220)
C (1.986, 1.526, -2.679)
C (-1.535, 1.549, -1.873)
C (-2.606, 2.331, -1.423)
C (-3.595, 2.747, -2.309)
C (-3.535, 2.363, -3.643)
C (-2.492, 1.556, -4.094)
C (-1.502, 1.146, -3.215)
H (-0.248, 4.990, 2.076)
H (-1.415, 4.780, 0.749)
H (0.330, 4.736, 0.413)
H (0.775, 1.675, 3.613)
H (1.741, 2.940, 2.827)
H (1.700, 1.312, 2.144)
H (-2.201, 2.669, 3.312)
H (-2.145, 1.024, 2.674)
H (-2.972, 2.316, 1.763)
H (2.030, 3.178, 0.294)
H (4.089, 4.083, -0.684)
H (4.814, 3.367, -2.934)
H (3.480, 1.708, -4.199)
H (1.428, 0.799, -3.248)
H (-2.669, 2.637, -0.384)
H (-4.409, 3.368, -1.957)
H (-4.304, 2.686, -4.333)
H (-2.446, 1.262, -5.135)
H (-0.712, 0.510, -3.587)

Atomic partial charges in e from the Mulliken method, atoms 1 to 5: 0.860, -0.110, -1.357, 1.841, -1.441

(4)
DFT (ωB97M-V/def2-TZVPD) results for an isolated ion of composition C4H12N3 and charge +1.

The LUMO energy comes out at -3.499 eV. The maximum force comes out at 0.05319 Eh/bohr. As for the net charge: +1. The energy relative to the best compared isomer or geometry (same formula, charge and spin) is 54.5 kcal per mole.

Geometry (Å):
N (-2.280, 1.402, -1.136)
C (-0.969, 1.290, -0.625)
C (-0.154, 0.242, -0.798)
N (-0.842, -1.020, -1.272)
C (1.110, -0.024, -0.070)
C (0.842, -0.506, 1.393)
N (2.085, -0.626, 2.109)
H (-2.290, 1.547, -2.134)
H (-2.692, 2.207, -0.674)
H (-0.598, 2.086, 0.012)
H (-1.134, -1.561, -0.463)
H (-1.731, -0.807, -1.735)
H (-0.214, -1.407, -1.971)
H (1.655, 0.919, 0.032)
H (1.810, -0.623, -0.656)
H (0.111, 0.129, 1.877)
H (0.462, -1.540, 1.265)
H (2.069, -0.447, 3.100)
H (2.761, -1.261, 1.748)

Atomic partial charges in e from the Mulliken method, atoms 1 to 5: -0.604, 0.014, -0.177, -0.191, -0.996

(5)
DFT (ωB97M-V/def2-TZVPD) results for a 2-piece molecular cluster, C4H6OS4 overall.

The LUMO energy comes out at -1.213 eV. The maximum force comes out at 0.04210 Eh/bohr. As for the net charge: 0. The energy relative to the best compared isomer or geometry (same formula, charge and spin) is 8.5 kcal per mole.

Geometry (Å):
C (-0.610, 0.005, 1.112)
C (0.107, 1.070, 1.490)
C (0.034, -1.182, 0.610)
C (2.038, 0.832, 0.179)
O (1.409, 1.312, 1.262)
S (-1.119, -2.102, -0.461)
S (1.465, -1.758, 1.170)
S (3.669, 0.726, 0.319)
S (1.116, 0.734, -1.370)
H (-1.613, -0.032, 1.431)
H (-0.270, 1.842, 2.176)
H (-0.184, -2.679, -1.224)
H (-2.749, 0.378, -2.646)
H (-3.122, 0.083, -3.156)
H (-0.170, 0.771, -0.891)

Atomic partial charges in e from the Mulliken method, atoms 1 to 5: -0.886, 0.016, 0.395, 0.152, -0.280

(6)
DFT (ωB97M-V/def2-TZVPD) results for C5H7HgNaO3 as an isolated structure.

As for the expectation value of S²: 2.0047. The LUMO energy (spin up / spin down) comes out at -7.199 / -10.613 eV. The maximum force comes out at 0.08729 Eh/bohr. As for the net charge: +2. Its multiplicity is 3. The energy relative to the best compared isomer or geometry (same formula, charge and spin) is 0.0 kcal per mole.

Geometry (Å):
C (-2.847, 0.854, -0.387)
C (-3.382, -0.326, -0.244)
H (-3.224, 1.865, -0.270)
H (-4.451, -0.468, -0.110)
H (-2.473, -1.201, -0.060)
O (-1.223, 1.044, -0.250)
Hg (0.390, -3.089, 0.649)
O (-0.725, -1.135, 0.083)
C (-0.408, 0.053, -0.060)
O (0.843, 0.484, 0.016)
C (1.889, -0.421, -0.185)
C (3.165, -0.006, 0.420)
H (1.806, -1.013, -1.101)
H (3.410, 1.035, 0.140)
H (3.961, -0.675, 0.074)
H (3.109, -0.041, 1.518)
Na (0.160, 3.039, -0.230)

Atomic partial charges in e from the Mulliken method, atoms 1 to 5: -0.117, -0.459, 0.339, 0.360, 0.234

(7)
DFT (ωB97M-V/def2-TZVPD) results for C3H4Cl2S in the gas phase.

The LUMO energy comes out at 0.599 eV. The maximum force comes out at 0.04122 Eh/bohr. As for the net charge: 0. The energy relative to the best compared isomer or geometry (same formula, charge and spin) is 6.4 kcal per mole.

Geometry (Å):
S (0.620, -1.200, 2.199)
C (1.042, 0.336, 1.345)
C (0.270, 0.302, 0.070)
Cl (-1.500, 0.363, 0.204)
C (0.773, 0.394, -1.167)
Cl (-0.196, 0.411, -2.572)
H (1.723, -1.913, 1.814)
H (2.094, 0.428, 1.087)
H (0.781, 1.171, 2.065)
H (1.808, 0.171, -1.370)

Atomic partial charges in e from the Mulliken method, atoms 1 to 5: -0.185, -0.574, 0.456, -0.200, -0.381

(8)
DFT (ωB97M-V/def2-TZVPD) results for an isolated ion of composition C3H10NO2 and charge +1.

As for the expectation value of S²: 2.0108. The LUMO energy (spin up / spin down) comes out at -2.847 / -7.147 eV. The maximum force comes out at 0.17081 Eh/bohr. As for the net charge: +1. Its multiplicity is 3. The energy relative to the best compared isomer or geometry (same formula, charge and spin) is 73.2 kcal per mole.

Geometry (Å):
C (1.041, -1.253, -0.247)
C (0.338, 0.596, 1.370)
C (0.032, 0.822, -1.138)
N (0.001, -0.160, 0.051)
O (-2.243, 0.247, -0.005)
O (-1.126, -0.795, 0.071)
H (2.040, -0.894, 0.084)
H (0.878, -2.113, 0.399)
H (1.016, -1.777, -1.273)
H (-0.624, 0.892, 1.804)
H (0.810, 0.019, 2.169)
H (0.916, 1.391, 1.094)
H (-0.577, 1.754, -0.916)
H (1.081, 1.036, -1.230)
H (-0.492, 0.417, -1.971)
H (-3.091, -0.181, -0.261)

Atomic partial charges in e from the Mulliken method, atoms 1 to 5: -0.880, -0.671, -0.820, 0.272, -0.279